# 1
The ion C9H16ClNO4P with charge +1, computed with ωB97M-V/def2-TZVPD.

Last column: Löwdin charge in e.
Positions of all 32 atoms, in Å:
C 1.7057 -3.1185 0.9029  0.2119
C 1.0928 -2.3761 -0.0115  -0.0687
N 0.9070 -1.3117 -1.0725  -0.0961
C -0.4344 -1.6918 -1.6611  -0.5846
Cl -0.3822 -1.5732 -3.4894  0.6485
C -1.4285 -0.7220 -0.8187  -0.1212
C -0.5161 0.0829 0.3075  -0.2404
C -1.3668 1.4673 0.4527  -0.1828
P -3.1784 1.0798 0.9815  0.6784
O -3.7948 2.2745 1.7816  -0.3473
O -4.2129 0.8982 -0.4072  -0.1935
O -3.2754 -0.4169 1.8406  -0.2045
C 0.8910 0.1115 -0.5062  -0.1689
C 2.2870 0.1854 0.3136  -0.1131
C 2.9556 1.6832 0.3101  -0.2208
O 3.1226 2.2076 -1.0443  -0.1071
H 2.3263 -3.8670 1.5422  0.1110
H 1.7517 -1.3228 -1.6875  0.1906
H -0.6320 -2.7568 -1.2407  0.1390
H -2.2132 -1.4097 -0.3262  0.1316
H -1.8360 0.1213 -1.5125  0.1288
H -0.4881 -0.3470 1.3797  0.1488
H -1.4243 2.0665 -0.5281  0.1209
H -0.8663 2.0908 1.2975  0.1226
H -4.9559 0.3137 -0.0771  0.0962
H -2.7503 -0.3067 2.6746  0.0908
H 0.8927 0.9592 -1.2874  0.1860
H 3.1190 -0.5114 -0.1232  0.1352
H 2.1728 -0.1545 1.4258  0.1357
H 2.4183 2.4160 1.0166  0.1304
H 4.0311 1.5269 0.7280  0.1359
H 4.0823 2.4015 -1.1612  0.1065

Atomic forces in eV per Å
-2.7751 3.9258 -5.6506
5.1113 -3.2611 5.2632
0.8432 -1.4354 1.1497
-1.5456 -0.3019 0.8395
-0.1536 -0.0263 2.0836
0.6612 -0.1460 -0.2002
-1.3614 0.5169 -1.5533
1.0329 -0.6012 0.3356
-3.9401 3.5765 1.9845
2.7009 -4.0040 -2.2012
1.8652 -1.6034 2.9601
1.2211 2.3452 -1.2885
0.3976 0.7703 2.6307
0.7635 1.1123 0.6107
1.2414 -0.9009 0.5833
0.3344 -0.5178 1.2513
-1.8214 1.6335 -1.3252
-0.8994 -0.5828 0.0322
0.3550 1.6262 -1.6998
0.9881 1.5249 -0.9872
0.3560 -1.9301 1.1781
0.3164 0.1459 -2.0706
0.1281 -0.8654 1.5263
-1.3564 -0.7991 -1.4666
0.8545 0.8880 -0.5981
-0.8308 -0.0461 -0.7636
-0.0660 -1.8945 0.6052
-1.7410 1.1643 0.4388
-0.0314 0.6704 -2.0686
0.5654 -1.0683 -1.3381
-1.9978 0.2475 -0.3306
-1.2158 -0.1635 0.0693

As for the charge: +1. The HOMO-LUMO gap is 8.937 eV. For the HOMO energy, the calculation gives -13.0 eV. The total energy comes out at -41072.207 eV.

=====

# 2
The ion C9H16F2N2 with charge +2, computed with ωB97M-V/def2-TZVPD.

Last column: Löwdin charge in e.
Positions of all 29 atoms, in Å:
C -0.8048 2.6696 -0.3513  0.0454
N -0.1937 1.4140 -0.0344  -0.0308
C 0.9771 1.1364 -0.5017  0.1277
C 1.6457 -0.2036 -0.4074  -0.3664
C 1.7598 -0.8164 -1.8551  0.0526
C 2.6567 -0.5780 0.5083  0.1393
N 1.1726 -1.0525 0.7394  0.0684
C 0.1961 -0.3750 1.5605  -0.0312
C -0.9347 0.4175 0.8022  -0.0767
C -1.7691 -0.4635 -0.1687  -0.5118
C -2.7897 -1.2827 0.5798  0.0694
F -0.8519 -1.3055 -0.8300  0.0605
F -2.2114 0.3072 -1.1452  0.1507
H -0.1369 3.0544 -1.1488  0.1276
H -0.8591 3.3325 0.5248  0.1388
H -1.8151 2.5840 -0.7500  0.1242
H 1.4562 1.7823 -1.2337  0.1830
H 0.8920 -0.4960 -2.5095  0.1207
H 1.9915 -1.9122 -1.7252  0.1324
H 2.6200 -0.2389 -2.2783  0.1226
H 3.2648 -1.3297 0.2978  0.1104
H 2.9685 0.1912 1.1744  0.1542
H 1.1338 -2.0924 0.7022  0.2240
H -0.4672 -1.2381 2.0550  0.1864
H 0.6607 0.2793 2.3118  0.1626
H -1.5629 0.8830 1.5246  0.1733
H -3.1220 -2.0664 -0.0504  0.0975
H -2.1999 -1.8657 1.3864  0.1312
H -3.6774 -0.7349 0.8225  0.1137

Atomic forces in eV per Å
0.1876 1.7372 -1.0708
0.8025 -1.0172 0.3492
-0.5857 -0.9856 -0.0005
-1.5635 -1.0361 -3.1615
-0.0631 1.2523 0.3655
-2.9120 3.5942 2.7067
1.7999 -0.0979 -0.8361
-3.5515 -1.7432 2.1838
2.9415 -0.9781 -1.2405
0.8749 -0.9433 0.6712
1.9169 -1.0605 0.3249
-0.5269 0.1363 0.6681
-1.0491 0.6043 -0.5655
-0.8096 0.5818 0.5900
0.3024 -0.2575 -0.2038
0.1140 -0.4116 0.0357
-0.0981 0.4238 0.3567
0.7843 -1.1570 0.8724
-0.4518 1.1721 -0.6970
-0.3060 -0.8992 0.1917
2.6189 -3.2403 -0.9078
0.4699 0.0866 0.8637
-0.3491 1.0680 -0.5664
1.9796 1.9273 -0.4084
-0.1407 -0.4124 -0.1390
-0.3991 0.6889 0.4573
-0.3227 -0.7793 -0.9674
-1.5135 1.2662 -0.7324
-0.1501 0.4803 0.8603

As for the charge: +2. The HOMO-LUMO gap is 10.869 eV. For the HOMO energy, the calculation gives -19.6 eV. The total energy comes out at -17988.491 eV.

=====

# 3
A structure of composition C9H16IIrNO, computed with ωB97M-V/def2-TZVPD.

Last column: Mulliken spin population.
Positions of all 29 atoms, in Å:
C -0.4195 -2.5854 -0.6310  0.1101
C 0.0742 -1.9053 -1.7780  0.0677
H 0.4780 -3.1614 -0.4682  0.0052
H -1.3733 -3.1910 -0.5120  0.0035
H -0.4370 -1.8666 0.2985  -0.0471
H 0.5027 -0.8365 -1.6940  -0.0167
H 0.9883 -2.4003 -2.1331  -0.0007
H -0.6495 -1.9040 -2.5285  -0.0059
Ir -0.0392 0.5004 0.2248  2.8225
C -1.9974 0.3637 -0.4310  0.4001
H -2.1293 0.8956 -1.3989  0.0302
H -2.6773 0.8756 0.2896  0.0431
H -2.3767 -0.6709 -0.5870  0.0052
I 2.4376 -0.2752 0.6777  1.1612
O 0.2604 2.3677 -0.1871  0.1086
C 0.0442 3.2907 0.9093  0.0041
C -0.1729 2.5032 2.1454  0.0694
C -0.2912 3.0528 3.4097  -0.0026
C -0.4657 2.2737 4.5161  0.0507
C -0.5203 0.9252 4.2614  0.0011
C -0.4019 0.3781 3.0175  0.0312
N -0.2260 1.1820 1.9631  0.1477
H 0.1109 2.7603 -1.0542  -0.0115
H 0.8846 4.0030 0.9689  0.0114
H -0.7960 3.9153 0.5783  0.0083
H -0.1871 4.1318 3.4188  0.0010
H -0.5282 2.7370 5.4894  -0.0016
H -0.6342 0.2810 5.0910  0.0018
H -0.4096 -0.6580 2.8041  0.0019

Atomic forces in eV per Å
-0.1708 -0.5842 5.2881
2.0196 2.1633 -2.9728
-0.5208 -1.3173 1.4623
1.2557 0.8504 -0.9539
-0.1835 -1.0958 -1.0073
-0.9857 -0.8902 0.2050
-0.4744 -0.0094 -0.4812
-0.8341 0.4466 -1.7864
-1.0953 -5.4171 -4.2532
-1.8008 -0.6265 -1.1761
0.3088 -0.2714 0.3923
0.6623 -0.2736 -0.0655
0.3769 0.6583 0.1708
1.2284 -0.7613 -0.1180
0.8739 3.6058 -0.4755
-0.0148 1.9175 -0.9745
-0.1601 0.2853 0.6770
0.4141 1.7679 -1.6126
0.0807 0.4185 -0.5210
-0.1879 -1.1146 1.0617
0.0220 1.0004 0.7602
-0.2448 1.6341 4.4438
0.1508 0.3544 -0.3020
-0.0232 -0.5261 0.1495
-0.2108 -0.1954 0.6190
-0.1447 0.0275 0.5108
-0.0660 -0.3004 0.1754
-0.1678 -0.8063 0.6695
-0.1077 -0.9404 0.1148

Its spin multiplicity is 6. As for the charge: +2. The HOMO-LUMO gap (alpha / beta) is 7.676 / 5.794 eV. For the HOMO energy (alpha / beta), the calculation gives -15.0 / -17.5 eV. The total energy comes out at -24045.307 eV. As for the energy above the lowest of the compared OMol25 structures with the same formula, charge and spin: 0.823 eV.

=====

# 4
A structure of composition C9H16KNS5, computed with ωB97M-V/def2-TZVPD.

Last column: Löwdin charge in e.
Positions of all 32 atoms, in Å:
K 0.0409 0.0269 -2.3537  0.4460
C -2.3585 1.3078 0.0689  -0.5081
C -1.6024 2.5764 -0.3236  -0.4997
S 0.0611 2.5840 -1.0924  0.7845
C 1.2994 2.4456 0.2473  -0.5037
C 2.4975 1.4865 0.0944  -0.4853
S 2.5683 0.1907 -1.2030  0.7727
C 2.6596 -1.4984 -0.4782  -0.4892
C 1.4749 -2.3570 -0.0279  -0.5057
S 0.0348 -2.5809 -1.1421  0.7944
C -1.4035 -2.3577 -0.0224  -0.5027
C -2.6293 -1.6038 -0.5355  -0.4953
S -2.5608 0.0740 -1.2689  0.7883
H -3.3712 1.6272 0.3363  0.0780
H -1.9070 0.8053 0.9174  0.0299
H -1.5328 3.2148 0.5606  0.0868
H -2.1726 3.1007 -1.0940  0.0651
H 0.7321 2.2068 1.1415  0.0416
H 1.6935 3.4592 0.3543  0.0675
H 2.6599 0.9638 1.0360  0.0763
H 3.3808 2.0882 -0.1342  0.0616
H 3.3295 -1.4231 0.3820  0.0840
H 3.1894 -2.0070 -1.2877  0.0633
H 1.0776 -1.9919 0.9131  0.0384
H 1.8739 -3.3655 0.1230  0.0747
H -1.0205 -1.8923 0.8786  0.0304
H -1.7464 -3.3685 0.2254  0.0776
H -3.3412 -1.5422 0.2937  0.0864
H -3.0930 -2.1662 -1.3485  0.0665
S -0.0426 -0.0263 3.0329  0.5767
C 0.0782 0.0048 1.4390  -1.0833
N 0.1295 0.0181 0.2685  -0.1178

Atomic forces in eV per Å
-0.0741 -0.1205 -1.5331
-0.2753 -0.4406 0.1689
0.3417 -0.0283 -0.0946
0.0853 0.6075 -0.0298
-0.4281 0.3302 0.0318
0.2026 -0.2622 -0.2204
0.8715 0.0617 0.0534
-0.0409 0.3913 -0.0680
-0.3131 -0.2139 0.1445
-0.0686 -0.4863 -0.0487
0.2850 -0.2462 0.1920
0.0046 0.3530 0.0262
-0.5834 0.1225 -0.0034
0.1373 0.0104 0.0699
-0.1767 0.1575 -0.0207
-0.1933 0.0284 -0.1000
-0.0322 0.1351 0.1553
0.1105 0.0920 0.0446
0.0596 -0.1355 0.0705
0.0465 0.1247 0.0814
-0.0508 -0.1243 0.1590
0.0907 -0.1407 -0.1280
0.0933 -0.0183 0.1469
0.1004 -0.1957 -0.0045
0.0576 0.1626 0.0883
-0.0926 -0.1431 0.0162
-0.0326 0.1778 0.0337
0.0060 -0.2019 -0.1404
-0.1104 0.0189 0.0854
-0.0426 -0.0056 1.3140
0.1592 0.0322 -1.3828
-0.1375 -0.0427 0.8923

The HOMO-LUMO gap is 7.678 eV. For the HOMO energy, the calculation gives -7.8 eV. The total energy comes out at -81583.509 eV. As for the energy above the lowest of the compared OMol25 structures with the same formula, charge and spin: 0.168 eV.

=====

Number 1: M 268.66 g mol⁻¹. Number 2: M 190.24 g mol⁻¹. Number 3: M 473.35 g mol⁻¹. Number 4: M 337.67 g mol⁻¹.